[1]
Below is an isolated ion of composition C5H11N2S and charge +1 in a non-equilibrium geometry, with properties calculated with wB97M-V/def2-TZVPD.

The geometry in XYZ format:
```
19
Properties=species:S:1:pos:R:3
S -1.6874 0.5150 0.6431
N 1.0621 -2.0138 0.1990
N 1.8492 0.1591 0.7562
C -0.4484 0.4835 -0.5541
C 1.5325 1.5459 0.5753
C 0.4839 1.7147 -0.5517
C -2.7672 -0.9099 0.1036
C 1.1478 -0.7335 0.0987
H -2.4307 -1.0620 -1.0006
H 1.0549 1.8070 -1.4662
H -0.8642 0.1677 -1.4718
H -2.3426 -1.8395 0.6394
H 1.2996 1.9698 1.5597
H 2.5142 1.9632 0.4120
H -0.2518 2.4837 -0.3634
H 1.6647 -2.7250 0.7125
H 0.2867 -2.3580 -0.3154
H 2.7161 0.0265 1.2531
H -3.8299 -0.8195 0.2094
```

Properties
Orbital gap (eV): 9.408
Strongest force on any atom (hartree/bohr): 0.081
Molecular weight (g/mol): 131.22
Net charge: +1
Energy relative to the best compared isomer or geometry (same formula, charge and spin) (kJ/mol): 229.7
LUMO (eV): -3.40


[2]
Below is C36H51F3N5OsP2S4 as an isolated structure in a non-equilibrium geometry, with properties calculated with wB97M-V/def2-TZVPD.

The geometry in XYZ format:
```
102
Properties=species:S:1:pos:R:3
Os 9.0446 10.4344 15.3060
S 9.5139 8.7396 13.8577
S 11.3557 10.6777 15.7358
S 9.6159 12.2715 13.7277
S 8.2442 10.2451 11.1444
P 8.3249 9.5193 18.4918
P 9.0217 11.9290 11.8021
F 6.2257 9.7813 14.9444
F 6.7526 11.5942 13.8724
F 6.4470 11.6913 15.9936
N 8.2306 17.2942 17.0528
N 8.5478 9.7904 16.9131
N 9.3309 18.0158 16.9785
N 8.6048 16.0255 17.2157
N 9.9498 15.9587 17.2502
C 9.0695 19.6631 19.6939
C 8.1788 15.7142 10.4236
C 13.0898 8.7094 11.9732
C 8.7201 14.6618 11.1603
C 13.3462 9.9792 14.0060
C 8.5263 20.1341 18.3042
C 5.5351 8.9926 18.2620
C 10.4183 17.2114 17.0070
C 11.0041 9.5215 19.1547
C 8.1533 13.4238 11.2294
C 10.6303 12.1989 10.9538
C 8.6205 12.2938 18.4857
C 6.7356 8.3915 18.9707
C 7.9947 11.1856 19.3579
C 12.0133 9.8927 14.3170
C 6.3450 14.2639 9.8070
C 6.9908 6.9374 18.4198
C 10.6636 11.7181 9.6395
C 6.4961 8.2852 20.4776
C 13.0118 12.3119 9.4482
C 9.8227 8.5696 19.1211
C 7.0229 15.4800 9.7460
C 9.7006 7.9459 20.5144
C 11.7143 8.5977 12.2510
C 9.2037 19.5257 17.0799
C 11.7780 12.7365 11.4822
C 6.9471 20.3069 18.3151
C 10.0978 7.3942 18.0786
C 7.0099 10.8864 15.0398
C 12.8863 12.7877 10.7142
C 11.8447 11.7768 8.8830
C 11.1829 9.0977 13.4323
C 8.5056 11.1012 20.8461
C 6.9405 13.2527 10.5196
C 6.5675 11.6022 19.5772
C 13.9031 9.3897 12.8513
H 11.8723 8.9071 19.4032
H 11.8557 11.4181 7.8495
H 6.3640 19.3667 18.1136
H 8.2222 13.2734 18.7633
H 10.1314 20.0083 16.9108
H 8.8671 21.1651 18.3293
H 11.7257 13.0411 12.5010
H 7.2507 6.9759 17.3995
H 4.8763 8.2383 17.7529
H 9.6568 14.8426 11.7326
H 5.6516 7.5482 20.7058
H 6.0200 11.0376 20.3394
H 9.9630 7.7420 17.0630
H 9.5607 8.7472 21.2180
H 9.6994 12.3462 18.6275
H 13.7674 13.3501 10.9993
H 11.1548 7.1444 18.2609
H 15.0071 9.4067 12.5873
H 6.1424 9.2268 20.9488
H 10.1337 19.7538 19.8872
H 6.0341 6.4058 18.5190
H 11.1149 10.0400 18.1599
H 9.7888 11.4115 9.1109
H 8.7397 18.6445 19.9564
H 8.5570 16.7245 10.3505
H 6.4347 12.2997 10.6398
H 7.7276 6.4136 19.0911
H 8.6107 19.7624 16.1636
H 5.4176 14.1781 9.2942
H 5.9536 11.6637 18.6699
H 5.9198 9.6203 17.4236
H 6.5452 12.6104 19.9545
H 7.3224 7.7813 21.0117
H 10.6716 7.4432 20.7756
H 8.8899 7.2050 20.5678
H 10.9164 10.2618 19.9620
H 6.5864 16.2549 9.0820
H 8.4117 12.1485 17.4203
H 13.9555 12.5626 8.9345
H 4.8710 9.5490 18.9300
H 8.6021 20.3759 20.4830
H 9.5602 6.4865 18.3399
H 6.6056 20.6635 19.3100
H 8.1008 10.2640 21.4171
H 13.9686 10.4872 14.7074
H 11.0211 8.1424 11.5317
H 13.5300 8.2317 11.0663
H 11.4742 17.4696 16.9040
H 8.2027 12.0177 21.3371
H 9.5635 11.0075 20.9160
H 6.6368 21.1105 17.6265
```

Properties
Orbital gap (alpha / beta) (eV): 4.798 / 6.444
2S+1: 5
Strongest force on any atom (hartree/bohr): 0.117
Molecular weight (g/mol): 991.28
Net charge: -1
Energy relative to the best compared isomer or geometry (same formula, charge and spin) (kJ/mol): 172.1
LUMO (alpha / beta) (eV): 1.97 / 1.97


[3]
Below is C12H10FI2NOPdS as an isolated structure, with properties calculated with wB97M-V/def2-TZVPD.

The geometry in XYZ format:
```
29
Properties=species:S:1:pos:R:3
I -0.5732 0.0337 -2.6026
I 0.1136 2.8355 -0.5807
Pd 0.0855 0.1077 0.2077
S -0.6544 0.4360 2.4519
F 6.0117 -1.6235 -0.5409
O -0.8497 -1.8219 0.5399
N -1.1610 -2.1178 1.7947
C -1.1241 -1.1866 2.7799
C -1.5303 -3.4002 2.0289
C 4.4795 0.1126 -0.1196
C 3.7127 -2.1320 -0.5631
C 3.1557 0.5236 0.0158
C -0.7603 2.1120 -2.3518
C -1.8963 -3.8210 3.2740
C -1.4993 -1.6068 4.0685
C 2.0992 -0.3676 -0.1300
C 2.3986 -1.6994 -0.4161
C 4.7274 -1.2110 -0.4078
C -1.8824 -2.8968 4.3224
H 5.3069 0.8009 -0.0039
H 2.9637 1.5670 0.2419
H -1.5013 -4.0246 1.1500
H -1.8161 2.3395 -2.2961
H 3.9551 -3.1634 -0.7856
H -2.1807 -4.8523 3.4201
H -2.1632 -3.1950 5.3234
H 1.5973 -2.4229 -0.5222
H -1.4669 -0.8638 4.8524
H -0.2779 2.6030 -3.1864
```

Properties
Orbital gap (alpha / beta) (eV): 6.535 / 7.234
2S+1: 3
Strongest force on any atom (hartree/bohr): 0.012
Molecular weight (g/mol): 595.51
Net charge: 0
Energy relative to the best compared isomer or geometry (same formula, charge and spin) (kJ/mol): 3.9
LUMO (alpha / beta) (eV): -0.54 / -0.81